Below is one molecule with the formula C2H4O2, with properties calculated with wB97M-V/def2-TZVPD.

## Properties
SMILES = CC(=O)O
energy above the lowest of the compared OMol25 structures with the same formula, charge and spin = 1.87 kcal/mol
E_LUMO = 0.029 hartree
HOMO = -0.391 Ha
gap between HOMO and LUMO = 11.4395 eV
multiplicity = 1
molar mass = 60.05 g/mol

Bonds (Å) are listed after each position.
CARTESIAN COORDINATES (ANGSTROEM)
1 O -1.204 0.558 -0.029  C2 1.198
2 C -0.104 0.083 -0.016  O1 1.198, O3 1.359, C4 1.491
3 O 0.633 -0.050 -1.150  C2 1.359, H5 0.968
4 C 0.587 -0.513 1.163  C2 1.491, H6 1.092, H7 1.083, H8 1.086
5 H 0.250 0.549 -1.807  O3 0.968
6 H 1.032 -1.453 0.830  C4 1.092
7 H -0.110 -0.701 1.971  C4 1.083
8 H 1.428 0.063 1.539  C4 1.086